1.
C30H76O24S6 | wB97M-V/def2-TZVPD

Geometry (Å):
O1 9.23 8.37 -2.60
S1 8.30 7.37 -2.00
O2 6.95 7.72 -1.56
O3 8.14 5.98 -2.86
C1 9.24 5.63 -3.67
C2 9.27 4.14 -3.88
C3 9.07 6.61 -0.43
H1 10.25 5.86 -3.32
H2 9.18 6.05 -4.68
H3 8.44 3.83 -4.51
H4 9.01 3.56 -3.00
H5 10.22 4.01 -4.40
H6 9.96 7.18 -0.17
H7 9.25 5.54 -0.50
H8 8.29 6.82 0.31
O4 1.95 8.39 -6.18
S2 1.48 8.51 -4.84
O5 1.78 9.64 -3.97
O6 -0.14 8.19 -4.79
C4 -0.76 8.04 -3.48
C5 -0.97 9.53 -2.88
C6 2.04 6.94 -3.96
H9 -0.26 7.46 -2.70
H10 -1.73 7.65 -3.75
H11 -1.72 9.85 -2.16
H12 -1.25 10.12 -3.75
H13 -0.07 9.89 -2.39
H14 1.22 6.24 -4.13
H15 2.48 7.27 -3.02
H16 2.89 6.54 -4.52
O7 2.09 -0.39 -5.97
S3 3.48 -0.08 -5.80
O8 4.43 -1.14 -5.60
O9 4.08 0.80 -7.06
C7 3.22 1.61 -7.88
C8 2.54 0.77 -9.01
C9 3.79 1.19 -4.56
H17 3.92 2.31 -8.32
H18 2.55 2.14 -7.20
H19 3.28 0.39 -9.71
H20 1.85 1.40 -9.57
H21 1.97 -0.04 -8.55
H22 3.35 0.86 -3.61
H23 3.34 2.14 -4.87
H24 4.87 1.15 -4.40
O10 8.72 -0.15 5.17
S4 8.86 -0.96 3.96
O11 9.71 -0.32 2.92
O12 9.49 -2.45 4.36
C10 10.65 -2.97 3.76
C11 10.12 -4.07 2.91
C12 7.13 -1.28 2.99
H25 11.44 -3.13 4.50
H26 11.05 -2.31 2.98
H27 9.52 -3.58 2.14
H28 9.42 -4.73 3.44
H29 10.98 -4.70 2.66
H30 6.55 -0.46 3.41
H31 6.71 -2.25 3.27
H32 7.28 -1.23 1.91
O13 -5.55 1.80 -5.03
S5 -4.56 1.42 -3.99
O14 -3.46 2.36 -3.82
O15 -5.33 1.22 -2.48
C13 -6.61 0.58 -2.33
C14 -7.80 1.58 -1.94
C15 -3.82 -0.30 -4.40
H33 -6.38 -0.02 -1.45
H34 -6.92 -0.13 -3.10
H35 -8.21 2.31 -2.63
H36 -7.39 2.03 -1.04
H37 -8.63 0.95 -1.61
H38 -4.59 -1.02 -4.13
H39 -2.97 -0.55 -3.76
H40 -3.57 -0.28 -5.46
O16 -2.83 -6.49 -1.84
S6 -3.32 -5.70 -0.71
O17 -3.68 -4.30 -0.94
O18 -4.62 -6.43 0.11
C16 -4.66 -7.83 0.06
C17 -6.01 -8.07 0.77
C18 -1.99 -5.91 0.49
H41 -3.93 -8.20 0.77
H42 -4.40 -8.26 -0.91
H43 -6.19 -7.45 1.65
H44 -5.97 -9.11 1.09
H45 -6.89 -7.89 0.16
H46 -1.21 -5.18 0.22
H47 -1.56 -6.88 0.26
H48 -2.33 -5.72 1.51
C19 -5.41 -3.90 7.74
O19 -6.40 -4.19 6.76
C20 -6.77 -5.52 6.65
C21 -8.09 -5.41 5.95
O20 -8.90 -6.59 6.00
C22 -10.18 -6.51 5.48
C23 -10.93 -7.90 5.41
O21 -12.24 -7.68 5.09
C24 -12.97 -8.79 4.64
H49 -4.49 -4.47 7.63
H50 -5.91 -4.00 8.71
H51 -5.04 -2.87 7.78
H52 -6.80 -6.07 7.59
H53 -6.00 -6.09 6.13
H54 -7.92 -5.15 4.91
H55 -8.65 -4.63 6.47
H56 -10.26 -6.09 4.47
H57 -10.66 -5.79 6.13
H58 -10.88 -8.37 6.40
H59 -10.50 -8.52 4.62
H60 -13.96 -8.61 4.23
H61 -12.86 -9.58 5.38
H62 -12.51 -9.32 3.80
C25 -1.49 -0.23 3.42
O22 -0.53 0.16 2.48
C26 -1.00 1.11 1.55
C27 0.09 1.29 0.51
O23 1.39 1.64 1.06
C28 1.54 2.92 1.69
C29 2.97 3.37 1.86
O24 3.45 2.95 3.22
C30 4.51 3.64 3.79
H63 -0.99 -0.91 4.11
H64 -2.24 -0.82 2.91
H65 -1.85 0.58 4.06
H66 -1.35 2.02 2.05
H67 -1.86 0.72 1.00
H68 -0.19 2.06 -0.22
H69 0.15 0.32 0.03
H70 0.98 2.82 2.62
H71 1.00 3.67 1.12
H72 3.14 4.45 1.88
H73 3.50 2.82 1.07
H74 5.36 3.84 3.13
H75 5.03 3.13 4.60
H76 4.02 4.54 4.14

SMILES: CCOS(C)(=O)=O.CCOS(C)(=O)=O.CCOS(C)(=O)=O.CCOS(C)(=O)=O.CCOS(C)(=O)=O.CCOS(C)(=O)=O.COCCOCCOC.COCCOCCOC
Total energy in a.u.: -5383.0487
Relative energy (zero: lowest compared OMol25 entry of this formula, charge and spin) in kcal/mol: 172.40
2S+1: 1

=====

2.
C51H79N4O16PS3 | wB97M-V/def2-TZVPD

Geometry (Å):
C1 1.44 -3.56 -1.49
C2 1.40 -2.03 -1.62
C3 0.22 -1.49 -2.52
C4 -0.93 -2.52 -2.71
C5 -0.26 -0.15 -1.97
C6 -0.94 -0.11 -0.73
C7 -1.19 -1.34 0.13
S1 -2.86 -2.07 -0.10
O1 -2.72 -3.51 -0.10
O2 -3.46 -1.56 -1.31
C8 -1.39 1.09 -0.21
C9 -1.21 2.29 -0.90
C10 -0.55 2.27 -2.10
C11 -0.38 3.62 -2.81
C12 0.82 4.45 -2.28
C13 2.19 3.74 -2.22
S2 3.39 4.60 -3.36
C14 3.76 6.15 -2.53
S3 2.73 7.40 -2.49
N1 5.02 6.30 -1.90
C15 5.94 7.28 -2.20
C16 6.98 7.02 -1.35
N2 6.68 5.94 -0.55
C17 5.50 5.52 -0.88
C18 -0.05 1.08 -2.63
P1 0.89 0.95 -4.22
N3 0.00 0.26 -5.28
O3 2.28 0.14 -3.92
O4 1.39 2.37 -4.83
C19 -1.76 3.52 -0.21
O5 -2.42 4.40 -0.71
C20 -1.47 3.57 1.28
C21 -1.07 4.72 1.92
C22 -0.85 4.64 3.29
C23 -1.04 3.46 3.98
C24 -0.77 3.36 5.49
C25 0.24 4.41 6.00
C26 1.63 4.30 5.36
C27 2.60 5.38 5.94
C28 3.13 6.34 4.86
N4 3.83 7.44 5.57
C29 -1.46 2.31 3.32
C30 -1.67 2.38 1.96
C31 -2.08 1.17 1.15
O6 -2.91 0.38 1.54
H1 0.58 -3.86 -0.88
H2 1.49 -4.10 -2.44
H3 2.31 -3.82 -0.87
H4 2.34 -1.72 -2.11
H5 1.39 -1.51 -0.66
H6 0.64 -1.40 -3.53
H7 -0.64 -3.21 -3.51
H8 -1.80 -1.97 -3.07
H9 -1.13 -3.11 -1.82
H10 -1.11 -1.11 1.19
H11 -0.51 -2.17 -0.06
H12 -3.71 -1.72 0.90
H13 -1.27 4.21 -2.58
H14 -0.41 3.51 -3.90
H15 0.83 5.40 -2.83
H16 0.57 4.73 -1.24
H17 2.62 3.90 -1.22
H18 2.15 2.68 -2.44
H19 5.83 8.05 -2.94
H20 7.92 7.56 -1.28
H21 4.90 4.71 -0.49
H22 -0.91 0.07 -4.86
H23 2.73 0.51 -3.14
H24 2.33 2.46 -4.63
H25 -0.91 5.63 1.35
H26 -0.50 5.53 3.80
H27 -0.30 2.38 5.62
H28 -1.70 3.34 6.06
H29 -0.17 5.41 5.79
H30 0.37 4.33 7.09
H31 2.03 3.31 5.63
H32 1.61 4.43 4.27
H33 2.09 6.00 6.69
H34 3.47 4.94 6.43
H35 3.81 5.85 4.16
H36 2.24 6.79 4.37
H37 4.36 7.98 4.89
H38 3.13 8.05 5.99
H39 -1.61 1.35 3.81
O7 1.23 -6.12 -0.47
C32 0.79 -7.15 -0.91
O8 1.56 -7.93 -1.67
C33 1.19 -9.25 -2.10
C34 0.33 -9.21 -3.34
C35 -0.65 -7.54 -0.67
H40 0.72 -9.80 -1.29
H41 2.12 -9.77 -2.32
H42 -0.61 -8.69 -3.17
H43 0.11 -10.22 -3.69
H44 0.85 -8.68 -4.14
H45 -1.28 -7.03 -1.40
H46 -0.94 -7.22 0.33
H47 -0.84 -8.61 -0.73
O9 -7.95 -1.03 -2.82
C36 -7.50 -0.08 -2.24
O10 -8.28 1.00 -2.03
C37 -7.91 2.10 -1.20
C38 -7.06 3.11 -1.96
C39 -6.05 -0.04 -1.81
H48 -7.42 1.75 -0.29
H49 -8.84 2.57 -0.90
H50 -6.12 2.67 -2.30
H51 -6.83 3.97 -1.33
H52 -7.59 3.45 -2.85
H53 -5.44 0.27 -2.65
H54 -5.76 -1.03 -1.49
H55 -5.87 0.63 -0.96
O11 -3.84 -9.09 -1.44
C40 -4.52 -8.32 -0.82
O12 -4.93 -7.19 -1.41
C41 -5.88 -6.28 -0.82
C42 -5.20 -5.32 0.12
C43 -4.84 -8.56 0.64
H56 -6.70 -6.83 -0.35
H57 -6.32 -5.73 -1.65
H58 -4.73 -5.83 0.96
H59 -5.92 -4.60 0.52
H60 -4.40 -4.77 -0.39
H61 -4.00 -8.22 1.24
H62 -4.99 -9.62 0.78
H63 -5.75 -8.07 0.97
O13 2.68 -9.84 -5.33
C44 2.64 -9.16 -6.33
O14 1.51 -8.50 -6.62
C45 1.40 -7.54 -7.68
C46 1.12 -8.20 -9.01
C47 3.80 -9.12 -7.29
H64 2.28 -6.89 -7.71
H65 0.56 -6.90 -7.41
H66 1.94 -8.87 -9.31
H67 0.99 -7.46 -9.79
H68 0.22 -8.81 -8.95
H69 3.75 -9.98 -7.95
H70 4.73 -9.15 -6.72
H71 3.84 -8.21 -7.89
O15 3.51 5.13 8.98
C48 3.92 6.08 9.59
O16 3.13 7.16 9.74
C49 3.46 8.27 10.58
C50 4.33 9.27 9.86
C51 5.34 6.13 10.09
H72 3.89 7.93 11.52
H73 2.51 8.74 10.83
H74 5.29 8.83 9.57
H75 4.53 10.14 10.49
H76 3.85 9.60 8.94
H77 6.00 6.43 9.28
H78 5.62 5.13 10.43
H79 5.49 6.80 10.94

SMILES: CC[C@@H](C)c1c(C[SH](=O)=O)c2c(c(CCCSC(=S)n3ccnc3)c1P(=N)(O)O)C(=O)c1ccc(CCCCCN)cc1C2=O.CCOC(C)=O.CCOC(C)=O.CCOC(C)=O.CCOC(C)=O.CCOC(C)=O
Total energy in a.u.: -4949.4831
2S+1: 1

=====

3.
C7H7ClN2O | wB97M-V/def2-TZVPD

Geometry (Å):
C1 0.75 1.76 -0.46
C2 0.53 0.35 0.07
C3 0.85 -0.02 1.37
C4 0.74 -1.31 1.88
C5 0.12 -2.27 1.08
C6 -0.28 -1.95 -0.26
C7 0.03 -0.67 -0.78
H1 -1.90 1.18 -1.95
H2 -1.89 1.52 -0.31
H3 -0.18 3.16 -1.57
H4 1.31 0.69 2.01
H5 1.26 -1.67 2.73
H6 -0.79 -2.77 -0.83
H7 -0.18 -0.59 -1.90
N1 -1.65 1.83 -1.22
N2 -0.26 2.19 -1.31
O1 1.70 2.47 -0.26
Cl1 -0.15 -3.90 1.72

SMILES: NNC(=O)c1ccc(Cl)cc1
Total energy in a.u.: -915.8587
Relative energy (zero: lowest compared OMol25 entry of this formula, charge and spin) in kcal/mol: 20.55
2S+1: 1

=====

4.
BrMg | wB97M-V/def2-TZVPD

Geometry (Å):
Mg1 -0.28 0.26 1.08
Br1 0.28 -0.26 -1.08

Charge: +1
Total energy in a.u.: -2773.8465
Relative energy (zero: lowest compared OMol25 entry of this formula, charge and spin) in kcal/mol: 0.00
2S+1: 1